[1]
13
Properties=species:S:1:pos:R:3:forces:R:3:lowdin_charge:R:1 method="wB97M-V/def2-TZVPD" homo_ev=-9.25 energy_ev=-5312.9927 gap_ev=10.35 charge=0 smiles="CC=C=CC"
C 0.14704 -0.00379 1.48468 -0.08 0.09 -0.19 -0.165
H 1.55276 -1.27935 2.53455 -0.04 0.06 -0.11 0.064
H -1.83139 -0.77061 -1.62430 0.12 0.14 0.00 0.074
C -0.58227 0.84403 -0.87465 0.12 -0.01 0.15 -0.170
H 1.71741 -1.30230 0.76899 -0.01 0.12 0.14 0.073
H -0.22679 1.84672 -1.11876 -0.05 -0.11 0.05 0.103
H -0.55553 -0.22185 -2.72949 -0.14 0.04 0.08 0.072
C -0.29383 0.39666 0.31994 0.06 0.06 -0.04 -0.067
H 2.29062 0.09187 1.69562 -0.10 -0.12 0.04 0.073
H -1.99184 0.77466 -2.49185 0.05 -0.14 0.07 0.067
H -0.43807 0.18121 2.38600 0.04 -0.05 -0.20 0.097
C -1.28817 0.10805 -1.98226 -0.06 -0.03 -0.03 -0.111
C 1.50004 -0.66529 1.63153 0.09 -0.05 0.02 -0.110

***

[2]
10
Properties=species:S:1:pos:R:3:forces:R:3:lowdin_charge:R:1 method="wB97M-V/def2-TZVPD" homo_ev=-9.30 energy_ev=-26705.1380 gap_ev=8.89 charge=0
H -1.18544 -1.70879 -0.49533 -0.18 -1.16 0.20 0.033
H -0.44642 2.04694 0.73569 0.54 3.23 0.03 -0.010
P 0.11283 0.17043 -0.28741 0.19 3.34 -6.45 0.521
N -1.09180 -0.81278 -0.89166 1.35 2.33 -1.32 -0.076
O 0.84238 0.99788 -1.75140 -2.97 -3.54 6.73 -0.516
S 0.54127 0.36484 2.22184 -0.48 0.74 -1.45 0.797
H 1.85275 -0.78617 0.55755 1.48 -0.26 0.40 0.033
H -0.98425 -0.70150 -1.91107 -0.55 -0.75 0.59 0.060
N -0.55375 1.12392 0.96521 0.56 -3.52 0.58 -0.382
N 0.91243 -0.69476 0.85658 0.05 -0.40 0.69 -0.461

***

[3]
15
Properties=species:S:1:pos:R:3:forces:R:3:lowdin_spin:R:1 method="wB97M-V/def2-TZVPD" homo_ev="-9.52 / -14.80" energy_ev=-76823.3681 gap_ev="5.63 / 8.61" charge=+1 multiplicity=3
C 0.88664 0.12992 0.53413 2.47 -3.20 2.13 0.635
Br -2.17213 0.29538 0.94088 0.69 -0.54 -0.52 0.155
H -2.07195 -2.55505 -0.46090 0.94 -0.09 0.35 0.015
H 1.71786 3.13338 0.06493 0.15 -0.50 -0.63 0.002
H -1.20284 -0.41118 -1.25922 0.26 0.24 -0.86 0.026
H -0.31859 -2.73343 -0.25503 -1.07 0.69 -0.90 0.004
C -1.04749 -0.65026 -0.23717 -3.71 -2.37 0.23 0.704
N -1.19327 -2.19085 -0.02816 0.97 0.33 0.90 0.067
H 0.95181 -0.29342 1.57074 -0.17 -0.26 -1.02 0.028
H 0.24701 2.79156 -0.79600 0.81 -1.41 0.27 0.009
O 1.01986 1.39293 0.68448 -0.03 3.36 0.31 0.279
C 1.18939 2.28176 -0.40566 -0.51 1.79 1.07 0.013
H 1.79040 1.72968 -1.08021 0.46 0.14 -1.42 0.003
H -1.17680 -2.38875 0.99117 -0.83 0.43 -0.37 0.001
H 1.38010 -0.53167 -0.26399 -0.42 1.38 0.45 0.058

***

[4]
122
Properties=species:S:1:pos:R:3:forces:R:3:lowdin_charge:R:1 method="wB97M-V/def2-TZVPD" homo_ev=-13.76 energy_ev=-74019.2517 gap_ev=8.33 charge=+2
H 1.21655 2.35549 -0.78101 -0.19 0.14 0.16 0.144
H 3.04955 -1.51451 -5.36001 2.03 2.85 -9.91 -0.073
H -0.10245 4.32849 0.23299 -0.27 2.17 -4.66 0.052
H 2.92055 0.43749 -3.05901 1.78 -6.27 -3.42 -0.080
O -0.13545 3.92749 4.50399 -1.83 5.14 1.44 -0.008
H 2.73155 -2.05151 -1.80301 0.57 -0.15 -0.14 0.116
O -1.38145 -2.53051 -0.78201 3.53 2.20 -1.21 -0.031
H 4.78855 -0.33851 -2.86201 0.15 0.06 0.81 0.054
H 0.95655 -1.14651 -3.91601 2.17 0.41 -0.21 0.034
O -0.54745 6.57549 2.95299 -1.90 0.94 -0.70 -0.084
H 1.81155 -5.52551 -1.47901 0.08 -7.17 3.33 0.022
H -2.15245 2.95649 -0.29301 -3.20 3.40 -0.90 -0.041
O -3.01445 4.68949 -0.01601 -2.40 2.35 -1.25 -0.095
H -1.94545 0.59849 0.62499 -1.00 6.17 -7.16 -0.124
H 2.55655 -5.37151 -5.60301 0.65 -1.12 1.35 0.084
O 1.48555 6.39049 -0.50701 0.73 -2.28 -3.24 0.027
H -0.31045 -5.98351 -5.02501 1.03 1.36 -2.44 0.018
O -7.14645 4.89149 1.59999 0.33 -0.12 0.45 -0.184
O 1.88455 -5.53451 2.41699 0.16 0.26 4.03 -0.043
H 5.16855 -3.57051 -3.30901 2.03 0.81 3.99 -0.011
H 1.90055 7.19449 -0.38201 1.47 2.69 0.18 0.016
N -4.48145 2.98449 3.30699 -4.93 -3.47 4.04 -0.024
H 2.13755 -1.82251 1.16199 -2.67 -0.96 3.07 0.097
H 4.83455 2.61449 -0.32401 -2.10 1.93 -1.57 0.091
H -5.18545 2.91449 1.33999 0.34 2.67 1.70 0.203
H 0.97455 6.28349 0.22799 -2.26 -0.37 3.21 -0.041
H -0.88645 -4.29351 -1.38801 -0.41 2.23 2.40 -0.033
H 3.67155 -4.57851 0.26499 4.74 -0.58 -0.28 0.122
H -6.45645 4.45249 3.66099 -2.26 -0.63 -1.44 0.165
H -1.87745 3.29749 -3.02701 -6.91 -0.59 -2.65 -0.055
H -9.27745 4.54349 1.74999 1.13 0.36 0.90 0.128
H -7.38045 3.12449 2.42799 0.33 -0.19 1.38 0.142
C -2.40345 1.82549 4.26199 -2.06 0.52 0.45 -0.084
O 0.23955 -1.26751 -3.32001 7.46 4.24 8.23 0.086
O -1.05845 3.22449 -2.75201 6.28 3.70 2.77 -0.012
H -2.64445 0.73049 3.94899 0.59 1.76 1.10 0.154
H -4.84145 1.98349 3.25799 -0.36 1.41 0.48 0.208
H 1.44355 -5.44551 1.62199 -1.55 0.38 -2.53 -0.039
H 1.84155 2.26349 0.94199 0.69 0.99 -0.27 0.114
H -0.53645 3.10349 4.13499 0.15 2.80 0.40 -0.198
H -2.83545 -0.20951 1.43899 4.08 0.61 -0.54 0.172
H 2.29155 -9.56051 -1.42301 0.44 1.16 0.64 0.101
H 1.09155 -4.53051 -2.16201 -5.18 2.48 -1.98 0.013
H -3.01145 2.10749 2.39299 0.87 -2.56 -5.54 0.052
C -0.19645 3.81449 1.06699 -1.41 -0.55 4.14 -0.051
H -0.28345 -1.56051 -3.87201 -9.37 -4.97 -8.15 -0.072
O -1.64245 0.15049 -2.03001 -3.57 3.71 2.89 -0.047
H -8.37245 5.86549 2.87399 -0.97 -0.97 -0.66 0.124
C -6.72645 3.99149 2.59399 2.66 0.89 0.32 -0.214
H -0.20945 0.60849 5.24999 0.08 -2.21 10.17 0.011
H -0.08745 5.83749 3.35599 -0.72 -0.48 0.82 -0.013
O 4.10455 3.20849 -0.77401 1.95 -1.83 1.79 -0.087
H 5.32155 -1.42151 -1.96501 -0.29 0.87 0.48 0.072
H -3.93545 5.09449 -0.27501 2.27 -1.44 0.80 0.126
H -2.80845 2.13349 5.31899 0.85 -0.91 -1.73 0.178
C 2.21755 -2.38951 -0.91001 -3.24 1.22 -0.24 -0.256
H 3.88255 3.85849 -0.08801 0.15 -0.03 -0.34 0.035
H -2.45745 5.37449 -0.44701 -0.03 -0.60 0.51 0.070
O 3.17955 -5.85351 -4.99901 1.12 2.46 -2.28 -0.043
O 1.71055 -7.79351 -3.57201 -2.90 4.99 -4.41 -0.071
C 2.53055 -1.57751 0.27799 4.52 0.65 -2.78 -0.115
H -2.65845 3.69849 3.13099 0.92 -0.17 -0.58 0.143
H -2.24445 -2.75751 -0.66301 -4.00 -0.84 0.29 0.018
O 2.32755 -3.70451 -0.57401 -0.75 -3.39 -1.98 -0.145
H 1.86755 -8.18151 -2.77701 0.68 -1.27 3.90 -0.088
H 4.86455 -5.40551 -0.42601 0.25 -1.78 -1.50 -0.030
H 4.55755 -4.55651 -4.09901 -0.53 -0.35 -1.15 0.045
H -1.53145 6.62749 3.18599 2.56 -0.57 -0.08 0.077
H -0.95145 -5.71151 -3.69101 -0.02 1.47 0.82 -0.034
O 4.15755 0.78449 1.86399 1.25 -1.70 -2.48 0.058
O -1.00845 2.10049 4.15599 -3.91 -9.81 -0.98 -0.126
H 2.89855 0.24849 -0.85901 -1.28 -0.68 0.57 0.145
O 2.96455 -1.80051 -4.58401 -2.51 -2.51 11.19 0.035
C -0.27545 0.86749 4.37999 -1.71 -0.01 -9.67 0.028
H 1.95355 -8.23551 -0.72101 -2.38 1.17 1.85 -0.002
H -4.61645 4.65149 2.20799 -1.03 -0.73 -0.93 0.148
H 0.67255 3.69749 4.21499 5.39 -0.21 -1.07 -0.031
O 4.89455 -0.53451 -1.90501 0.30 -0.99 -1.13 -0.057
H -0.90045 -0.15251 -2.40401 4.58 -1.93 -2.85 -0.094
H 1.21855 -5.27351 3.12799 1.34 -0.55 -1.55 0.083
N 2.38555 -0.13251 -0.00201 3.29 2.03 3.30 0.041
C -8.47145 5.32849 1.88399 0.56 -2.41 3.73 -0.065
H -4.87345 3.30549 4.31199 1.68 -0.55 -2.34 0.250
H 3.95755 1.35149 2.53099 -1.75 2.25 3.75 0.028
O -0.92045 -4.84451 -2.11301 -3.10 -3.62 -3.51 -0.072
H 0.78155 0.19149 1.41599 1.11 0.19 -0.46 0.139
C -3.09645 2.70749 3.14399 2.10 3.64 5.47 -0.124
H -1.02845 -2.69751 0.95699 -0.43 -0.53 -2.72 -0.076
C -5.22645 3.70749 2.26799 0.43 -1.27 -3.33 -0.129
H 3.05855 1.81949 -3.14301 -0.44 0.41 0.75 0.100
C 1.07355 1.98849 0.23699 -0.08 -1.15 1.38 -0.056
H 2.79355 -6.34951 -4.31101 -1.56 -1.48 0.98 -0.039
H -1.39045 1.12249 -1.79801 -1.12 -1.99 -0.10 0.065
C 1.95255 -4.62551 -1.72501 4.81 6.13 1.40 0.038
O 4.78355 -4.74851 0.21899 -4.62 2.44 1.73 -0.117
O 2.62855 1.12249 -2.61501 -1.59 5.77 2.62 0.019
H 3.06255 0.30749 0.85899 -1.20 -0.98 -2.58 0.158
O -1.79045 0.05849 1.26499 -3.59 -6.73 7.90 -0.038
O 2.61855 -8.65551 -1.18001 1.96 -2.67 -1.98 -0.017
O -0.16545 2.43949 0.87799 9.00 0.09 5.27 -0.119
H 3.59255 -1.80651 0.48299 0.07 0.69 -0.08 0.151
H -0.99145 2.44749 0.19499 0.02 -1.08 -0.81 -0.270
H -1.89645 -5.16851 -2.30101 2.83 1.31 1.30 0.146
H 0.58955 4.21649 1.60999 1.80 0.14 1.72 0.083
H 0.98455 -6.99851 -3.52201 1.99 -3.41 0.11 0.099
H 3.56855 -2.45451 -4.17501 0.29 -0.01 -1.54 0.016
H 2.62255 -4.62451 -2.53601 1.64 0.46 -0.63 0.081
H 4.93955 1.25649 1.56999 0.68 -0.54 -0.85 0.092
H -1.46845 -1.89751 2.13399 3.02 -1.93 -0.96 0.081
H 1.15355 -2.13351 -1.06101 0.00 -0.36 -0.73 0.116
H -1.11445 4.06549 1.62799 0.46 -0.11 -0.57 0.105
H -1.39245 -1.62851 -1.23201 -0.13 -1.11 0.75 0.068
O 4.85955 -3.63651 -4.15001 -1.44 -0.61 -2.66 0.003
C 1.11155 0.45749 0.37899 -3.19 -0.15 -0.37 -0.123
H 0.69155 0.83449 4.02499 2.36 1.47 -0.94 0.080
H -8.76245 6.01849 1.24999 -0.78 3.54 -3.53 0.032
H 0.25155 -0.00651 -0.12801 0.52 0.12 -0.61 0.117
H -0.57345 -0.10151 3.80299 -0.80 2.00 0.58 0.141
O -0.69545 -6.37151 -4.29401 -0.56 -2.87 1.14 0.014
H -1.00745 4.23949 -2.50001 0.85 -2.95 -0.57 0.121
O -0.67145 -2.49851 1.78299 -1.89 2.42 4.21 -0.088
O -1.72645 2.16649 -0.31401 -5.79 -4.29 -4.70 -0.025